DFT (the ωB97M-V functional and the def2-TZVPD basis) results for a molecular structure, C51H68BrN13O6PRbS2Si at a distorted geometry.

Relative energy (zero: lowest compared OMol25 entry of this formula, charge and spin), kJ/mol: 0.5
LUMO level, eV: 3.49
Largest force on an atom, eV/Å: 1.806
HOMO level, eV: -1.75
Orbital gap, eV: 5.24

The geometry in ORCA input format:
```
! wB97M-V def2-TZVPD RIJCOSX def2/J DEFGRID3
* xyz -2 1
Rb -0.248 -0.286 1.193
O -1.564 6.494 2.737
C -0.421 6.254 2.119
O 0.333 7.161 1.820
C -0.108 4.852 1.792
C 1.039 4.434 1.130
N 0.960 3.108 0.985
N -0.140 2.620 1.526
C -0.817 3.639 2.026
C -2.139 3.365 2.661
O -2.738 4.315 3.234
O -2.593 2.209 2.544
H -2.062 5.616 2.981
H 1.857 5.023 0.770
H 1.696 2.458 0.709
C 2.268 2.449 4.259
C 3.381 2.314 3.257
C 4.667 2.730 3.574
C 5.636 2.656 2.576
C 5.307 2.153 1.346
C 3.981 1.709 1.095
N 3.054 1.822 2.076
N 3.543 1.215 -0.060
Si 4.391 0.731 -1.428
C 3.228 -0.329 -2.516
C 5.011 2.163 -2.569
C 5.965 -0.363 -1.167
H 1.971 3.495 4.351
H 2.591 2.110 5.242
H 1.406 1.868 3.938
H 4.907 3.119 4.554
H 6.642 3.012 2.775
H 6.025 2.115 0.541
H 2.188 -0.125 -2.286
H 3.395 -1.391 -2.365
H 3.372 -0.133 -3.576
H 4.239 2.922 -2.650
H 5.258 1.834 -3.576
H 5.892 2.648 -2.158
H 5.739 -1.161 -0.464
H 6.791 0.205 -0.745
H 6.324 -0.825 -2.083
C -3.606 -3.371 -1.477
C -3.860 -4.559 -0.805
C -2.999 -4.952 0.198
C -1.878 -4.163 0.503
N -1.636 -3.034 -0.169
C -2.478 -2.653 -1.111
C -0.973 -4.526 1.593
C -0.776 -5.881 1.885
C -0.028 -6.263 2.978
C 0.537 -5.287 3.783
C 0.397 -3.951 3.442
C -0.362 -3.510 2.355
H -4.269 -3.009 -2.248
H -4.729 -5.156 -1.056
H -3.188 -5.857 0.757
H -2.235 -1.723 -1.605
H -1.181 -6.645 1.231
H 0.115 -7.314 3.209
H 1.103 -5.574 4.664
H 0.892 -3.222 4.073
N 6.917 -3.753 4.299
C 5.855 -3.353 5.064
O 5.817 -3.654 6.251
C 4.800 -2.580 4.386
C 3.671 -2.211 5.127
C 2.666 -1.488 4.518
N 2.694 -1.117 3.242
C 3.769 -1.445 2.536
C 4.837 -2.160 3.048
H 7.668 -4.240 4.756
H 7.031 -3.475 3.343
H 3.619 -2.505 6.163
H 1.793 -1.174 5.075
H 3.780 -1.096 1.511
H 5.677 -2.372 2.401
S -5.341 0.280 -0.247
C -5.405 1.862 0.158
N -4.525 2.556 0.846
C -4.761 3.971 1.015
C -6.259 4.179 0.899
S -6.789 2.912 -0.305
H -3.743 2.148 1.407
H -4.227 4.523 0.229
H -4.382 4.294 1.986
H -6.537 5.163 0.536
H -6.764 3.976 1.843
O -0.601 0.393 -1.864
P -0.830 0.386 -3.309
N -0.849 -1.134 -3.978
C 0.020 -2.187 -3.491
C -0.643 -3.479 -4.006
C -1.668 -3.013 -5.058
C -1.311 -1.538 -5.280
N 0.295 1.299 -4.139
C 0.252 1.437 -5.585
C 1.034 2.717 -5.886
C 1.962 2.826 -4.679
C 1.065 2.376 -3.534
N -2.330 0.993 -3.850
C -2.543 2.383 -3.472
C -4.011 2.630 -3.832
C -4.671 1.246 -3.703
C -3.514 0.299 -3.360
H 0.092 -2.147 -2.405
H 1.030 -2.089 -3.909
H -1.133 -4.004 -3.188
H 0.102 -4.147 -4.438
H -2.677 -3.099 -4.654
H -1.614 -3.590 -5.981
H -2.153 -0.927 -5.600
H -0.517 -1.462 -6.040
H -0.778 1.483 -5.951
H 0.745 0.572 -6.050
H 0.359 3.575 -5.923
H 1.570 2.652 -6.833
H 2.353 3.829 -4.530
H 2.789 2.126 -4.782
H 0.426 3.205 -3.202
H 1.627 2.004 -2.679
H -1.863 3.039 -4.020
H -2.381 2.538 -2.395
H -4.093 2.998 -4.857
H -4.469 3.368 -3.176
H -5.149 0.962 -4.642
H -5.425 1.221 -2.918
H -3.602 -0.674 -3.843
H -3.470 0.148 -2.275
Br -4.500 -0.030 6.627
C -4.523 -0.765 4.871
C -5.632 -1.479 4.447
C -5.602 -1.996 3.162
C -4.474 -1.778 2.383
N -3.423 -1.097 2.807
C -3.440 -0.590 4.025
H -6.485 -1.620 5.096
H -6.443 -2.551 2.776
H -4.416 -2.159 1.374
H -2.573 -0.020 4.326
N 1.831 -3.632 -0.506
H 2.024 -2.639 -0.609
H 2.431 -3.967 0.240
H 0.876 -3.692 -0.162
*
```